Entry i
{"formula": "C28H84O14S14", "method": "ωB97M-V/def2-TZVPD", "homo_lumo_gap_ev": 4.4559, "symbols": ["C", "S", "O", "C", "H", "H", "H", "H", "H", "H", "C", "S", "O", "C", "H", "H", "H", "H", "H", "H", "C", "S", "O", "C", "H", "H", "H", "H", "H", "H", "C", "S", "O", "C", "H", "H", "H", "H", "H", "H", "C", "S", "O", "C", "H", "H", "H", "H", "H", "H", "C", "S", "O", "C", "H", "H", "H", "H", "H", "H", "C", "S", "O", "C", "H", "H", "H", "H", "H", "H", "C", "S", "O", "C", "H", "H", "H", "H", "H", "H", "C", "S", "O", "C", "H", "H", "H", "H", "H", "H", "C", "S", "O", "C", "H", "H", "H", "H", "H", "H", "C", "S", "O", "C", "H", "H", "H", "H", "H", "H", "C", "S", "O", "C", "H", "H", "H", "H", "H", "H", "C", "S", "O", "C", "H", "H", "H", "H", "H", "H", "C", "S", "O", "C", "H", "H", "H", "H", "H", "H"], "positions_angstrom": [[4.6422, 4.3440, -28.2480], [4.7830, 4.8590, -30.0478], [3.6927, 5.9482, -30.2944], [6.5081, 5.5834, -29.9603], [5.3362, 3.5719, -27.9157], [3.7241, 3.7988, -28.0292], [4.8587, 5.0899, -27.4831], [7.0856, 5.3293, -30.8491], [7.0013, 5.1991, -29.0675], [6.4026, 6.6637, -29.8599], [7.1051, 5.0409, -32.5433], [6.0196, 3.5572, -32.5933], [6.8382, 2.3697, -33.1028], [5.0557, 4.2127, -34.0200], [6.5537, 5.9297, -32.2367], [7.6737, 5.2985, -33.4368], [7.7634, 4.8531, -31.6951], [4.5356, 5.1292, -33.7411], [4.3900, 3.4575, -34.4379], [5.7917, 4.3663, -34.8091], [3.8724, 7.7918, -27.9097], [3.6470, 9.5778, -28.2392], [4.8469, 10.1172, -27.4489], [4.1677, 9.5588, -30.0159], [3.8616, 7.5711, -26.8423], [4.8551, 7.4678, -28.2523], [3.1666, 7.1739, -28.4648], [5.1459, 9.1698, -30.2984], [4.1053, 10.5479, -30.4695], [3.4557, 8.9112, -30.5277], [4.9075, 7.4397, -31.3421], [6.1381, 8.0153, -32.6172], [7.2936, 7.0299, -32.5670], [5.3770, 7.6501, -34.2046], [4.8392, 6.3563, -31.4413], [3.9089, 7.8668, -31.4337], [5.2586, 7.5099, -30.3126], [5.1721, 6.5994, -34.4099], [5.9064, 8.1197, -35.0336], [4.3902, 8.1124, -34.1776], [8.2200, 7.3250, -30.7634], [9.0006, 5.7452, -30.1591], [8.1104, 4.5225, -30.5093], [10.2767, 5.7423, -31.4473], [8.1436, 7.3345, -31.8506], [8.7959, 8.1377, -30.3206], [7.1823, 7.4518, -30.4548], [9.7753, 5.3489, -32.3316], [10.9998, 4.9885, -31.1359], [10.7023, 6.7228, -31.6610], [2.4878, 11.6206, -32.9891], [2.9006, 9.8223, -33.4333], [4.4413, 9.5190, -33.4125], [2.3577, 9.2388, -31.6869], [3.2702, 11.9153, -32.2896], [1.6208, 11.5967, -32.3289], [2.3630, 12.3355, -33.8024], [2.4012, 8.1651, -31.5041], [1.3104, 9.5152, -31.5651], [2.8399, 9.7566, -30.8577], [7.4982, 9.4638, -29.9111], [6.4345, 10.5187, -30.9825], [6.9366, 11.9390, -30.5996], [7.1305, 10.2479, -32.6983], [7.2895, 8.4389, -30.2176], [7.3548, 9.6077, -28.8402], [8.4940, 9.7816, -30.2203], [7.4719, 9.2141, -32.7498], [7.9519, 10.9593, -32.7849], [6.3829, 10.4331, -33.4696], [0.9502, 7.5723, -32.8543], [2.2394, 7.4925, -34.1711], [3.5152, 6.9988, -33.5649], [1.5373, 6.0577, -35.1482], [-0.0218, 7.2928, -33.2609], [0.9883, 8.5644, -32.4045], [1.2263, 6.7498, -32.1945], [0.4815, 6.1088, -35.4140], [1.6944, 5.1778, -34.5244], [2.0600, 5.9234, -36.0952], [7.5393, 6.8192, -35.4371], [8.1981, 5.1552, -35.4984], [7.0785, 4.1906, -35.1271], [8.3971, 5.0804, -37.3447], [7.1943, 7.1029, -34.4427], [6.6958, 6.9370, -36.1173], [8.2770, 7.5643, -35.7347], [9.1371, 5.8142, -37.6641], [7.3710, 5.3631, -37.5802], [8.6443, 4.0412, -37.5618], [6.1820, 7.4779, -26.9258], [6.6872, 8.5489, -28.3364], [6.0624, 7.9496, -29.6322], [8.4980, 8.0345, -28.4690], [6.5791, 6.4660, -26.8459], [5.1087, 7.2880, -26.9344], [6.2538, 8.0192, -25.9824], [9.0691, 8.6589, -29.1561], [8.6109, 6.9892, -28.7567], [8.9309, 8.2972, -27.5038], [3.4390, 8.5557, -35.4488], [2.4203, 8.0179, -36.8713], [1.0201, 7.6501, -36.3777], [2.3496, 9.5752, -37.9726], [4.0955, 7.8308, -34.9676], [2.8522, 9.0757, -34.6916], [4.2123, 9.2794, -35.7069], [3.3574, 9.6493, -38.3812], [2.1286, 10.4537, -37.3664], [1.4975, 9.4792, -38.6456], [5.5636, 10.0164, -34.5173], [7.0408, 9.4244, -35.3628], [6.7523, 8.1733, -36.2118], [7.0760, 10.7772, -36.6711], [5.6549, 11.1007, -34.4535], [5.4767, 9.3795, -33.6371], [4.6921, 9.8029, -35.1362], [6.1722, 10.9532, -37.2544], [7.9430, 10.6866, -37.3256], [7.1625, 11.6124, -35.9761], [5.3871, 5.0315, -37.7921], [4.7718, 6.5122, -36.9198], [3.5961, 6.9883, -37.7623], [4.1306, 5.6594, -35.4716], [4.8481, 4.1050, -37.5945], [6.4016, 4.7803, -37.4827], [5.3345, 5.2393, -38.8608], [3.8752, 6.3759, -34.6909], [4.8051, 4.9008, -35.0746], [3.2299, 5.1252, -35.7741], [8.6184, 7.7533, -33.5072], [10.0812, 7.3350, -34.5789], [9.7640, 5.8873, -35.0168], [11.4598, 7.2344, -33.3222], [8.6881, 7.0503, -32.6772], [7.6093, 7.8026, -33.9165], [8.8221, 8.7914, -33.2444], [11.2734, 6.4548, -32.5835], [11.6737, 8.1460, -32.7643], [12.3870, 7.0677, -33.8704]]}

Entry ii
{"formula": "C28H84O14S14", "method": "ωB97M-V/def2-TZVPD", "homo_lumo_gap_ev": 6.5687, "symbols": ["C", "S", "O", "C", "H", "H", "H", "H", "H", "H", "C", "S", "O", "C", "H", "H", "H", "H", "H", "H", "C", "S", "O", "C", "H", "H", "H", "H", "H", "H", "C", "S", "O", "C", "H", "H", "H", "H", "H", "H", "C", "S", "O", "C", "H", "H", "H", "H", "H", "H", "C", "S", "O", "C", "H", "H", "H", "H", "H", "H", "C", "S", "O", "C", "H", "H", "H", "H", "H", "H", "C", "S", "O", "C", "H", "H", "H", "H", "H", "H", "C", "S", "O", "C", "H", "H", "H", "H", "H", "H", "C", "S", "O", "C", "H", "H", "H", "H", "H", "H", "C", "S", "O", "C", "H", "H", "H", "H", "H", "H", "C", "S", "O", "C", "H", "H", "H", "H", "H", "H", "C", "S", "O", "C", "H", "H", "H", "H", "H", "H", "C", "S", "O", "C", "H", "H", "H", "H", "H", "H"], "positions_angstrom": [[-5.2526, -1.5235, -1.9218], [-5.3270, 0.0848, -2.7398], [-6.2084, 1.0281, -2.0343], [-3.5041, 0.5264, -2.5376], [-6.2339, -1.9815, -2.0459], [-4.9875, -1.3673, -0.8761], [-4.7026, -2.2480, -2.5225], [-2.9307, -0.2453, -3.0513], [-3.4071, 0.5108, -1.4521], [-3.2301, 1.5349, -2.8474], [1.0298, 2.2098, -2.7960], [2.3232, 1.2502, -1.9809], [2.2637, 0.0587, -2.9890], [3.8635, 2.2091, -2.2221], [1.2091, 2.1315, -3.8683], [1.0921, 3.2968, -2.7452], [0.0301, 1.8438, -2.5620], [3.8250, 2.9445, -1.4185], [4.0141, 2.7619, -3.1493], [4.6974, 1.5548, -1.9679], [-0.9347, -3.0678, 1.4177], [-2.1158, -2.2556, 2.5158], [-2.0030, -0.7410, 2.4049], [-3.6209, -2.6798, 1.5929], [-0.9852, -4.1180, 1.1303], [0.0575, -2.8694, 1.8228], [-1.0862, -2.7171, 0.3968], [-3.5399, -2.5048, 0.5201], [-4.5092, -2.1117, 1.8690], [-3.9266, -3.7256, 1.5622], [-2.1609, -2.6864, -2.3958], [-1.3862, -4.2955, -2.9620], [-1.2681, -4.0431, -4.4768], [0.3363, -4.0339, -2.2928], [-1.8067, -2.2301, -1.4714], [-3.2195, -2.8355, -2.1828], [-2.0734, -1.9055, -3.1512], [0.6628, -3.0664, -1.9113], [1.0303, -4.3502, -3.0715], [0.4080, -4.6236, -1.3789], [5.3104, -2.3336, -2.3043], [3.6138, -2.2055, -2.9364], [3.1061, -3.6290, -2.6652], [2.8587, -1.1516, -1.5789], [5.7871, -3.0212, -3.0029], [5.3494, -2.7262, -1.2882], [5.7879, -1.3545, -2.3419], [2.8590, -1.6868, -0.6293], [1.8506, -0.8995, -1.9080], [3.6245, -0.4133, -1.3409], [-3.0985, 1.6970, 2.8806], [-4.1773, 1.8023, 1.3877], [-5.5701, 1.5700, 1.9327], [-3.6904, 0.0793, 0.9518], [-3.5736, 2.1035, 3.7734], [-2.0776, 2.0739, 2.8173], [-2.9206, 0.7029, 3.2905], [-3.6466, -0.6262, 1.7815], [-2.6131, 0.1060, 0.7881], [-4.1954, -0.2932, 0.0605], [-2.1598, 2.8320, -0.4198], [-2.6249, 4.5556, -0.2026], [-1.2733, 5.3055, 0.0342], [-3.5555, 4.4192, 1.3275], [-1.5829, 2.6716, -1.3307], [-2.8868, 2.0421, -0.2313], [-1.4683, 2.5909, 0.3875], [-3.0200, 3.8658, 2.0989], [-4.4408, 3.8560, 1.0323], [-4.0322, 5.3302, 1.6896], [-0.1994, -0.6772, -4.4592], [0.5451, -2.3742, -4.5738], [-0.0311, -3.2074, -5.6903], [2.1794, -1.8179, -5.1788], [0.4983, -0.0727, -3.8796], [-1.2438, -0.6816, -4.1474], [-0.1535, -0.3011, -5.4813], [2.2332, -1.4135, -6.1896], [2.7014, -2.7701, -5.2730], [2.7478, -1.1540, -4.5273], [3.4402, -4.5371, 0.9886], [2.1178, -3.9539, -0.2425], [0.8920, -4.8524, 0.0796], [1.5066, -2.4063, 0.5891], [4.2543, -5.1785, 0.6512], [3.0062, -4.9986, 1.8756], [3.9106, -3.6148, 1.3296], [0.8526, -1.7666, -0.0035], [2.2959, -1.7064, 0.8636], [1.0490, -2.6845, 1.5384], [0.2893, -0.1516, 2.9848], [0.8532, -1.1595, 4.4014], [1.2422, -0.1769, 5.4720], [-0.6676, -1.8804, 5.0826], [-0.1401, -0.8393, 2.2563], [1.1787, 0.3707, 2.6324], [-0.3363, 0.6328, 3.4108], [-1.5009, -1.1975, 5.2482], [-0.3299, -2.4409, 5.9544], [-0.9217, -2.5888, 4.2942], [2.1811, 3.4660, 2.4503], [1.9289, 4.2146, 0.7960], [3.3012, 3.8211, 0.2229], [0.4397, 3.2164, 0.2034], [1.2057, 3.1800, 2.8438], [2.3301, 4.2621, 3.1798], [3.0153, 2.7667, 2.3948], [0.7034, 2.2514, -0.2295], [-0.0560, 3.7296, -0.6206], [-0.3467, 2.9684, 0.9163], [-1.7165, 2.9536, 4.7997], [-0.2276, 2.9836, 3.7908], [-0.6778, 2.0738, 2.5828], [-0.3372, 4.7063, 3.1884], [-2.5225, 3.1766, 4.1005], [-1.7016, 3.7133, 5.5812], [-1.8235, 1.9679, 5.2526], [-1.3963, 4.8806, 2.9989], [0.1399, 4.8263, 2.2157], [-0.1097, 5.4709, 3.9312], [0.1833, -0.2127, -1.5487], [-0.7037, 0.9898, -0.4839], [-2.2428, 0.7994, -0.5118], [-0.2598, 0.1510, 1.0932], [0.2039, -0.0865, -2.6311], [-0.2807, -1.1926, -1.4368], [1.2158, -0.4206, -1.2682], [-0.9000, -0.7311, 1.0874], [-0.5082, 0.8193, 1.9176], [0.7589, -0.1796, 1.2962], [3.8554, 1.8326, 0.8981], [3.4869, 0.0255, 1.2122], [2.3056, -0.1401, 0.2315], [5.0187, -0.5236, 0.3548], [4.0873, 2.2655, 1.8712], [2.8794, 2.2666, 0.6807], [4.5107, 2.1042, 0.0705], [4.9554, -0.1611, -0.6712], [4.9528, -1.6089, 0.2781], [5.9191, -0.0092, 0.6907]]}

Stability order, top to bottom: entry ii, entry i

Entry i
{"formula": "C3H8OS2", "method": "ωB97M-V/def2-TZVPD", "homo_lumo_gap_ev": 9.2133, "smiles": "CC=O.CSS", "symbols": ["C", "C", "O", "H", "H", "H", "H", "C", "S", "S", "H", "H", "H", "H"], "positions_angstrom": [[-2.0558, -1.5265, -3.5341], [-1.3227, -0.5612, -2.6155], [-0.1590, -0.2826, -2.6344], [-3.0986, -1.1923, -3.5526], [-1.5657, -1.8202, -4.4518], [-2.2325, -2.3875, -2.8643], [-2.0661, 0.0872, -2.1043], [-0.8018, 1.1217, 2.2048], [0.7907, 1.2065, 1.3990], [1.5275, -0.5873, 1.6623], [-0.7985, 0.4571, 3.0685], [-1.0326, 2.1249, 2.5709], [-1.6578, 0.9010, 1.5557], [0.6673, -1.4107, 0.9829]]}

Entry ii
{"formula": "C3H8OS2", "method": "ωB97M-V/def2-TZVPD", "homo_lumo_gap_ev": 9.5742, "smiles": "OC[C@@H](S)CS", "symbols": ["O", "C", "C", "S", "C", "S", "H", "H", "H", "H", "H", "H", "H", "H"], "positions_angstrom": [[-2.3054, -0.9117, 0.3344], [-1.1055, -0.3312, 0.7678], [-0.1530, -0.2499, -0.4245], [-0.7861, 0.9243, -1.6758], [1.2564, 0.1075, 0.0119], [2.4122, -0.0191, -1.4075], [-2.9636, -0.8612, 1.0344], [-1.2718, 0.6779, 1.1745], [-0.6392, -0.9453, 1.5557], [-0.1612, -1.2115, -0.9428], [-0.6803, 2.0106, -0.9066], [1.5980, -0.5866, 0.7815], [1.2972, 1.1293, 0.3943], [3.5022, 0.2670, -0.6971]]}

Stability order, top to bottom: entry ii, entry i

Entry i
{"formula": "CH5NS", "method": "ωB97M-V/def2-TZVPD", "homo_lumo_gap_ev": 10.5611, "smiles": "C=N.S", "symbols": ["C", "N", "H", "H", "H", "S", "H", "H"], "positions_angstrom": [[-0.5244, 0.6719, -1.8053], [0.2004, -0.2973, -2.1780], [-1.6045, 0.6099, -1.7031], [-0.1814, 1.7042, -1.7285], [-0.4073, -1.0551, -2.4905], [0.7961, -0.3974, 3.8964], [-0.0952, -0.9324, 3.0047], [1.8164, -0.3038, 3.0043]]}

Entry ii
{"formula": "CH5NS", "method": "ωB97M-V/def2-TZVPD", "homo_lumo_gap_ev": 8.5525, "smiles": "C=S.N", "symbols": ["C", "S", "H", "H", "N", "H", "H", "H"], "positions_angstrom": [[0.1511, -1.3562, 1.2799], [0.8312, -2.4311, 2.2332], [0.4629, -1.4130, 0.2901], [-0.6437, -0.6408, 1.6126], [0.2460, 0.8248, -0.8107], [-0.0615, 0.0317, -0.2742], [0.4046, 1.6649, -0.3835], [1.2297, 0.5515, -0.9910]]}

Stability order, top to bottom: entry i, entry ii

Entry i
{"formula": "C2H5FN2S", "method": "ωB97M-V/def2-TZVPD", "homo_lumo_gap_ev": 8.8891, "smiles": "NNC(=S)CF", "symbols": ["N", "N", "C", "S", "C", "F", "H", "H", "H", "H", "H"], "positions_angstrom": [[1.6716, -1.3566, 0.0534], [0.3482, -1.1591, -0.0406], [-0.4400, -0.0532, -0.0515], [-2.1024, 0.0063, -0.0267], [0.3622, 1.2278, 0.2969], [1.7411, 1.2259, -0.3025], [2.0403, -1.6765, 0.9757], [2.0965, -0.3201, -0.2053], [-0.3224, -1.8523, -0.6966], [-0.0547, 2.3158, 0.1028], [0.5364, 0.9613, 1.4104]]}

Entry ii
{"formula": "C2H5FN2S", "method": "ωB97M-V/def2-TZVPD", "homo_lumo_gap_ev": 9.0319, "smiles": "[H]/N=C(\\CF)NS", "symbols": ["H", "N", "C", "C", "F", "N", "S", "H", "H", "H", "H"], "positions_angstrom": [[0.8463, 1.8443, -0.0021], [-0.0787, 1.4716, -0.0065], [-0.0187, 0.1993, -0.0089], [1.2854, -0.5937, -0.0160], [2.3592, 0.2623, -0.0058], [-1.1278, -0.5757, -0.0118], [-2.7134, 0.1029, -0.0064], [1.3560, -1.2318, 0.9072], [1.3513, -1.2501, -0.8712], [-1.0605, -1.5818, 0.0158], [-2.1991, 1.3527, 0.0057]]}

Entry iii
{"formula": "C2H5FN2S", "method": "ωB97M-V/def2-TZVPD", "homo_lumo_gap_ev": 8.9589, "smiles": "NNC(=S)CF", "symbols": ["N", "N", "C", "S", "C", "F", "H", "H", "H", "H", "H"], "positions_angstrom": [[1.2039, -1.4551, 0.0053], [-0.3023, -1.1215, -0.0188], [-1.0234, -0.0231, -0.0258], [-2.7043, -0.0045, -0.1240], [-0.1411, 1.3346, 0.0996], [1.2493, 1.1598, -0.3150], [1.5045, -0.8460, 0.9772], [1.5993, -0.9148, -1.0592], [-0.7591, -2.0715, -0.4025], [-0.6249, 2.1804, -0.3214], [-0.0019, 1.7616, 1.1846]]}

Stability order, top to bottom: entry ii, entry i, entry iii